DFT (wB97M-V/def2-TZVPD) results for C39H86N7O9V as an isolated structure in a non-equilibrium geometry.

Summary:
spin multiplicity: 4
LUMO (alpha / beta): -2.09 / -2.14 eV
HOMO level (alpha / beta): -9.34 / -9.90 eV
⟨S²⟩: 3.75
largest force on an atom: 3.2 eV/A
total charge: +1
calculated total energy: -3541.5549 Ha
frontier orbital gap (alpha / beta): 7.2467 / 7.7620 eV

Each line ends with the Mulliken charge.
Geometry (Å):
1 V -0.5253 0.9194 -3.0062  0.76
2 C 0.1723 0.6574 1.4322  -0.75
3 C 0.5776 -0.1162 0.1710  2.27
4 C 0.3028 -1.5903 0.4043  -0.73
5 O -0.0434 0.3880 -1.0060  0.26
6 H 0.7295 0.3840 2.3282  0.10
7 H -0.9027 0.6783 1.6111  -0.27
8 H 0.4189 1.7164 1.3558  0.06
9 H 1.6573 0.0237 0.1188  -1.85
10 H 0.5212 -1.8505 1.4400  0.77
11 H 0.7276 -2.2988 -0.3067  -0.43
12 H -0.7830 -1.6837 0.3859  0.18
13 C -1.8151 -1.5076 3.8705  -0.48
14 C -0.5582 -1.7273 4.8631  0.17
15 C -0.6044 -3.0116 5.6987  -0.54
16 C -1.3352 -4.0756 5.0069  0.26
17 N -1.8589 -4.9678 4.4924  -0.47
18 H -2.0285 -2.3439 3.2048  -0.09
19 H -1.7051 -0.6798 3.1700  -0.07
20 H -2.7137 -1.3179 4.4575  0.46
21 H -0.5094 -0.8337 5.4852  0.39
22 H 0.3444 -1.7389 4.2522  -0.18
23 H -1.2436 -2.9094 6.5757  0.27
24 H 0.3686 -3.4352 5.9474  0.34
25 C -0.8085 -4.7213 0.8090  -0.55
26 C -1.7656 -5.9161 1.0750  -0.78
27 C -3.2182 -5.5878 0.8945  -0.48
28 C -3.5452 -4.8203 -0.3299  0.30
29 N -3.8076 -4.2018 -1.2451  -0.45
30 H 0.1556 -4.8712 1.2950  0.37
31 H -1.2707 -3.8111 1.1909  -0.05
32 H -0.5725 -4.6261 -0.2509  0.29
33 H -1.5927 -6.2794 2.0880  0.36
34 H -1.5353 -6.7757 0.4456  0.39
35 H -3.3185 -4.9164 1.7473  0.15
36 H -3.9226 -6.4088 1.0286  0.44
37 C -6.5289 0.1891 -2.1455  -0.82
38 O -5.0792 0.1819 -2.4202  -0.40
39 C -4.3860 -0.9137 -1.8339  -1.22
40 C -2.8274 -0.6419 -1.8297  0.90
41 N -2.4518 -0.1148 -3.1454  0.41
42 C -2.3531 -1.2181 -4.1728  -0.85
43 C -1.0942 -2.0519 -4.0497  -0.83
44 O -0.0139 -1.2221 -3.5034  0.71
45 C 1.1193 -2.0957 -3.1495  -1.06
46 H -7.0549 1.0680 -2.5184  0.29
47 H -6.4946 0.2720 -1.0592  0.30
48 H -7.0833 -0.6491 -2.5676  0.29
49 H -4.6369 -1.7773 -2.4498  0.51
50 H -4.6958 -1.0624 -0.7995  0.66
51 H -2.3350 -1.5975 -1.6497  -0.03
52 H -2.6102 0.1296 -1.0909  -0.78
53 H -3.3593 0.2698 -3.3659  0.15
54 H -2.4002 -0.8313 -5.1908  0.50
55 H -3.2057 -1.8947 -4.2304  0.44
56 H -0.8927 -2.4459 -5.0459  0.35
57 H -1.2485 -2.9157 -3.4031  0.37
58 H 1.6438 -2.5453 -3.9926  0.48
59 H 0.8340 -2.9965 -2.6062  0.20
60 H 1.7875 -1.4565 -2.5723  -0.03
61 C 1.9844 0.2218 -5.3671  -0.98
62 O 1.5649 0.8362 -4.1799  0.11
63 C 2.5737 1.7875 -3.7693  -0.98
64 C 2.0858 2.4662 -2.4825  -0.13
65 N 0.6765 2.7701 -2.7067  0.00
66 C 0.1948 3.5938 -1.5445  -0.97
67 C -1.2663 3.7618 -1.5533  0.01
68 O -1.9153 2.6544 -2.2859  -0.13
69 C -3.3037 3.0059 -2.4095  -0.69
70 H 2.9203 -0.3336 -5.4283  0.34
71 H 1.9093 0.9178 -6.2025  0.36
72 H 1.1594 -0.4601 -5.5735  0.13
73 H 2.6486 2.4804 -4.6073  0.50
74 H 3.5253 1.2896 -3.5828  0.41
75 H 2.6765 3.3813 -2.4402  0.50
76 H 2.2667 1.7967 -1.6415  -0.26
77 H 0.7226 3.4873 -3.4164  0.19
78 H 0.5995 4.6052 -1.5805  0.81
79 H 0.5209 3.1273 -0.6149  -0.39
80 H -1.3508 4.7461 -2.0139  0.71
81 H -1.5642 3.9014 -0.5142  -0.17
82 H -3.4727 3.9239 -2.9723  0.43
83 H -3.7894 3.1325 -1.4420  0.04
84 H -3.8029 2.2310 -2.9912  0.18
85 C -4.1981 1.6587 1.2443  -0.29
86 O -4.2867 3.0218 1.2567  -0.02
87 C -4.8435 3.6526 2.4213  -0.80
88 C -4.8463 5.2089 2.2938  -0.74
89 N -3.6339 5.9148 2.5834  -0.43
90 C -2.5110 5.3717 1.7736  -0.36
91 C -1.3595 6.3991 1.6969  -0.81
92 O -0.2643 5.7741 1.0283  -0.09
93 C 0.6715 6.7166 0.4706  -1.00
94 H -5.1492 1.1341 1.3348  0.35
95 H -3.5541 1.2746 2.0354  0.37
96 H -3.7078 1.3780 0.3122  -0.45
97 H -4.4170 3.2937 3.3581  0.42
98 H -5.8917 3.3722 2.5254  0.41
99 H -5.6151 5.6519 2.9270  0.49
100 H -5.1511 5.5109 1.2918  0.41
101 H -3.7913 6.8808 2.3339  0.29
102 H -2.8434 5.3265 0.7365  0.26
103 H -2.1736 4.3453 1.9174  0.26
104 H -1.0822 6.6348 2.7244  0.35
105 H -1.7511 7.2913 1.2082  0.39
106 H 1.5651 6.2955 0.0099  0.26
107 H 1.1390 7.3765 1.2014  0.38
108 H 0.1844 7.3652 -0.2575  0.40
109 C 6.2899 1.2270 -0.7102  -0.47
110 O 5.7888 -0.0187 -0.3573  -0.54
111 C 4.3829 -0.1528 -0.0149  0.31
112 C 3.9850 -1.5012 0.5403  -0.16
113 N 4.1535 -2.5547 -0.5118  -0.37
114 C 3.7629 -3.9161 0.0058  -0.27
115 C 4.3733 -5.1097 -0.7630  -0.78
116 O 5.7779 -5.1741 -0.6702  -0.28
117 C 6.3907 -6.2601 -1.2482  -0.73
118 H 6.0222 1.8870 0.1150  0.24
119 H 5.7436 1.4492 -1.6268  0.09
120 H 7.3623 1.3370 -0.8714  0.26
121 H 3.8221 -0.0394 -0.9427  -0.42
122 H 4.2400 0.5824 0.7771  0.46
123 H 2.9710 -1.4567 0.9378  -0.56
124 H 4.5527 -1.8070 1.4191  0.90
125 H 5.1572 -2.5448 -0.6235  0.31
126 H 2.6736 -3.9509 -0.0079  0.08
127 H 4.0849 -4.0269 1.0412  0.35
128 H 4.0879 -4.9563 -1.8037  0.34
129 H 3.8671 -5.9948 -0.3778  0.45
130 H 6.1086 -6.2533 -2.3011  0.31
131 H 6.0908 -7.1311 -0.6655  0.29
132 H 7.4790 -6.2216 -1.2958  0.23
133 N 5.0826 0.8229 4.8445  0.00
134 C 4.5595 1.8404 4.0136  -0.82
135 C 3.4292 1.3099 3.4169  -0.25
136 C 3.4140 -0.0851 3.6943  -0.05
137 C 4.4908 -0.3614 4.5274  -1.22
138 H 5.8989 0.9012 5.4341  0.20
139 H 4.9940 2.8291 4.0055  0.40
140 H 2.7950 1.8209 2.7076  0.58
141 H 2.6943 -0.7946 3.3137  0.67
142 H 4.7950 -1.2927 4.9818  0.42

DFT (wB97M-V/def2-TZVPD) results for a 6-piece molecular cluster, C39H88F4N8O4PS overall in a non-equilibrium geometry.

Summary:
spin multiplicity: 1
LUMO: -5.90 eV
HOMO level: -8.80 eV
largest force on an atom: 8.0 eV/A
total charge: +1
calculated total energy: -3416.1565 Ha
frontier orbital gap: 2.8947 eV

Each line ends with the Mulliken charge.
Geometry (Å):
1 N -2.2608 -11.3307 -4.4710  -0.61
2 P -3.6363 -10.7449 -3.9046  0.19
3 C -3.9825 -8.9468 -4.5101  0.27
4 C -4.7797 -8.8418 -5.8567  0.32
5 C -5.2624 -10.0782 -6.7504  -0.77
6 C -4.3408 -10.0418 -8.1003  -0.73
7 C -2.8640 -10.5927 -7.8705  0.79
8 F -2.8195 -11.9657 -7.4576  -0.25
9 F -2.2145 -10.5775 -9.1539  -0.27
10 F -2.0637 -9.8043 -7.0122  -0.20
11 C -5.1509 -7.4125 -6.4158  0.19
12 O -5.8955 -7.2042 -7.6013  -0.49
13 C -4.6261 -6.2043 -5.5467  0.06
14 O -4.9291 -4.9116 -6.0750  -0.46
15 C -3.8335 -6.4145 -4.2048  -0.08
16 S -3.3511 -4.8802 -3.2978  1.36
17 O -2.0313 -4.4371 -3.8942  -0.51
18 O -4.3028 -3.7295 -3.4787  -0.50
19 F -3.2487 -5.1093 -1.6182  -0.21
20 N -3.5291 -7.7756 -3.7602  0.33
21 C -2.7216 -7.9698 -2.4890  -1.03
22 N -3.6171 -8.1557 -1.2910  -0.52
23 H -2.4271 -12.1983 -5.0017  0.27
24 H -4.7228 -11.6097 -4.2503  0.18
25 H -3.6144 -10.6498 -2.4647  0.08
26 H -5.2366 -11.0883 -6.2274  0.27
27 H -6.3297 -9.8130 -7.1087  0.31
28 H -4.2843 -8.9749 -8.5277  0.36
29 H -4.8278 -10.7128 -8.8905  0.41
30 H -6.8606 -7.3252 -7.4462  0.38
31 H -4.1353 -4.6194 -6.5869  0.36
32 H -1.9872 -7.0935 -2.3149  0.41
33 H -2.0419 -8.9029 -2.5557  0.53
34 H -3.1522 -7.6374 -0.5223  0.29
35 H -3.5660 -9.1458 -0.9995  0.28
36 C 0.9633 -1.7685 1.5771  -0.93
37 C 0.0441 -1.8202 0.3639  -0.42
38 N -1.3739 -1.8577 0.7071  0.23
39 C -2.2320 -2.2017 -0.4260  -0.53
40 C -2.2769 -1.2239 -1.5979  -0.92
41 C -1.8636 -0.7748 1.5554  -0.64
42 C -1.6757 0.6590 1.0636  -0.37
43 H 0.7539 -2.5900 2.2680  0.16
44 H 2.0058 -1.8558 1.2576  0.55
45 H 0.8690 -0.8237 2.1190  -0.12
46 H 0.2963 -2.7330 -0.1878  0.46
47 H 0.2824 -0.9785 -0.2979  0.14
48 H -3.2541 -2.3716 -0.0668  0.33
49 H -1.9054 -3.1751 -0.8109  0.28
50 H -2.8577 -0.3327 -1.3581  0.28
51 H -2.7663 -1.6993 -2.4534  0.31
52 H -1.2811 -0.9164 -1.9248  0.23
53 H -1.3756 -0.8611 2.5327  0.04
54 H -2.9252 -0.9364 1.7733  0.48
55 H -0.6730 0.8412 0.6700  0.00
56 H -1.8278 1.3541 1.8950  0.13
57 H -2.4042 0.9222 0.2954  0.32
58 C 0.2247 5.2596 6.5732  -1.45
59 C 0.9443 4.1379 5.8337  -0.34
60 N 0.0426 3.2163 5.1503  0.21
61 C 0.7020 1.9916 4.6981  -0.51
62 C 1.7862 2.1275 3.6308  -0.72
63 C -0.8888 3.8107 4.1972  -0.72
64 C -0.3053 4.6265 3.0444  -0.63
65 H -0.5205 4.8618 7.2672  0.34
66 H 0.9452 5.8440 7.1524  0.44
67 H -0.2716 5.9484 5.8849  0.30
68 H 1.5156 3.5793 6.5835  0.43
69 H 1.6767 4.5782 5.1458  0.26
70 H -0.0563 1.2824 4.3445  0.12
71 H 1.1499 1.5083 5.5741  0.33
72 H 1.3614 2.3275 2.6459  -0.22
73 H 2.3412 1.1873 3.5506  0.44
74 H 2.5095 2.9111 3.8665  0.40
75 H -1.5774 4.4572 4.7524  0.36
76 H -1.5347 3.0278 3.7835  0.27
77 H 0.4764 5.3160 3.3706  0.28
78 H -1.0955 5.2277 2.5845  0.43
79 H 0.1008 3.9864 2.2595  -0.07
80 C 3.3352 5.7990 -1.0624  -1.41
81 C 3.0051 4.3114 -1.0426  -0.40
82 N 1.6282 4.0139 -1.4235  0.31
83 C 1.2298 2.6395 -1.1220  0.13
84 C 1.9492 1.5166 -1.8665  -1.05
85 C 1.1934 4.5187 -2.7216  -0.63
86 C 1.9845 4.0871 -3.9555  -1.03
87 H 2.6324 6.3689 -0.4486  0.31
88 H 4.3398 5.9617 -0.6616  0.50
89 H 3.3220 6.2055 -2.0771  0.24
90 H 3.1690 3.9637 -0.0165  0.42
91 H 3.7276 3.7784 -1.6731  0.26
92 H 0.1497 2.5342 -1.2799  0.36
93 H 1.3724 2.4769 -0.0463  -0.51
94 H 1.6190 1.4426 -2.9033  0.22
95 H 1.7198 0.5570 -1.3924  0.32
96 H 3.0349 1.6334 -1.8516  0.31
97 H 1.2032 5.6136 -2.6816  0.38
98 H 0.1377 4.2680 -2.8742  0.35
99 H 3.0644 4.1530 -3.8068  0.25
100 H 1.7336 4.7390 -4.7977  0.40
101 H 1.7366 3.0692 -4.2600  0.28
102 C 1.1139 -1.4424 5.7354  -0.75
103 C 1.4978 -2.5705 6.6852  -0.60
104 N 0.3838 -3.4478 7.0288  0.10
105 C 0.6740 -4.3372 8.1540  -0.70
106 C 1.7722 -5.3814 7.9636  -0.95
107 C -0.3192 -4.0661 5.9101  -0.67
108 C 0.4962 -4.9205 4.9405  -0.98
109 H 0.2724 -0.8642 6.1265  0.35
110 H 1.9595 -0.7604 5.6073  0.46
111 H 0.8483 -1.8177 4.7435  -0.22
112 H 1.8712 -2.1005 7.6017  0.46
113 H 2.3388 -3.1277 6.2540  0.28
114 H -0.2486 -4.8446 8.4593  0.35
115 H 0.9471 -3.7128 9.0130  0.41
116 H 1.4422 -6.2040 7.3281  0.22
117 H 2.0356 -5.8165 8.9323  0.40
118 H 2.6850 -4.9560 7.5410  0.27
119 H -0.8046 -3.2716 5.3322  0.33
120 H -1.1538 -4.6649 6.2916  0.35
121 H 1.4361 -4.4459 4.6499  0.22
122 H -0.0799 -5.0853 4.0244  0.36
123 H 0.7173 -5.9050 5.3553  0.31
124 C 3.4506 13.0327 -0.1459  -1.42
125 C 3.8948 12.3254 -1.4208  -0.34
126 N 4.5280 11.0326 -1.1813  0.11
127 C 5.2123 10.4972 -2.3584  -0.69
128 C 4.3559 10.1410 -3.5718  -0.82
129 C 3.7488 10.0633 -0.4188  -0.70
130 C 2.3749 9.6703 -0.9593  -0.76
131 H 4.2791 13.1327 0.5604  0.33
132 H 3.0900 14.0371 -0.3853  0.43
133 H 2.6318 12.5044 0.3489  0.29
134 H 4.6178 12.9847 -1.9138  0.45
135 H 3.0359 12.2404 -2.0980  0.26
136 H 5.7963 9.6166 -2.0659  0.34
137 H 5.9588 11.2347 -2.6766  0.39
138 H 3.7927 9.2206 -3.4130  0.08
139 H 5.0017 9.9708 -4.4386  0.40
140 H 3.6582 10.9374 -3.8395  0.27
141 H 3.6116 10.4579 0.5941  0.34
142 H 4.3429 9.1544 -0.2714  0.31
143 H 1.7892 10.5319 -1.2869  0.33
144 H 1.8015 9.1698 -0.1729  0.35
145 H 2.4529 8.9664 -1.7893  0.04